# 1
C22H43BClN6O14S2 | wB97M-V/def2-TZVPD

The geometry in XYZ format:
```
89
Properties=species:S:1:pos:R:3:forces:R:3
C -1.425923 4.518299 -1.863652 -0.241 -1.173 -0.257
C -0.179290 3.586425 -1.740118 -0.434 0.718 -0.757
N -0.137724 2.855825 -0.488359 -0.229 0.649 0.221
N 0.226776 1.548680 -0.519564 0.590 -1.231 -0.066
C -0.685891 0.543715 -1.033833 -0.211 0.267 -1.644
C -2.159159 1.017571 -0.909796 -0.167 0.860 -0.040
O -3.061200 0.003247 -1.220176 0.507 -0.567 0.586
C -3.887648 -0.330111 -0.089511 -1.235 0.319 0.782
C -5.090697 0.630534 0.013670 0.792 -0.240 0.177
O -5.827734 0.575254 -1.198062 -0.079 0.068 0.579
C -7.034687 -0.156150 -0.963309 -0.211 -0.400 -1.382
C -6.832245 -1.677949 -1.218814 -0.649 0.332 0.569
C -0.608570 -0.879163 -0.427202 -1.671 0.599 -0.838
Cl -1.041658 -2.111033 -1.674518 0.429 0.298 0.465
N 0.685262 -1.305766 0.185705 0.441 -1.102 0.470
C 0.517116 -1.959928 1.521379 -1.619 -0.924 0.702
C 1.068475 -3.387656 1.561600 -1.954 1.382 -1.914
O 1.812184 -3.712618 2.380204 2.746 -1.137 3.028
O 0.626779 -4.256293 0.596679 0.101 0.832 -0.233
C 1.784068 -4.896947 0.062160 -1.298 -3.493 2.582
C 2.139874 -6.265867 0.608634 -0.665 0.003 0.455
O 2.414716 -4.363220 -0.731072 2.000 2.704 -3.050
C 1.844287 -0.316202 0.001752 1.622 0.971 -0.930
C 3.014348 -0.825834 0.928427 -0.501 0.746 0.815
C 4.438997 -0.309044 0.703296 -0.638 0.845 0.762
O 5.150807 -0.902520 -0.015792 1.516 -1.534 -2.020
O 4.953365 0.732817 1.426223 -1.173 -0.486 0.373
C 6.014222 1.419693 0.808499 2.598 -2.205 1.302
C 7.452702 0.925680 0.910144 -0.591 -1.439 -0.053
O 5.820171 2.407396 0.256633 -1.541 3.565 -1.787
C 2.317710 -0.630209 -1.481546 -0.244 -0.222 0.178
C 2.916381 0.381250 -2.463675 1.401 0.379 -3.140
N 3.079139 -0.444991 -3.739034 -0.178 -0.248 0.701
N 2.061120 1.471963 -2.908543 -0.207 -0.062 0.572
N 4.248738 0.919569 -2.180468 0.184 -0.084 1.284
C 1.346556 1.121929 0.315601 -0.550 0.669 1.925
S 2.620153 2.457101 0.179604 0.271 0.116 -0.641
B 0.867088 1.368098 1.857775 0.051 0.090 0.730
O -0.490975 1.538058 2.169506 1.085 -0.932 -0.362
O 1.765732 1.390033 2.919133 -1.001 -0.698 -0.455
C 1.138972 0.951183 4.147370 0.850 0.273 0.971
H -1.205597 5.452378 -2.387288 0.051 -0.048 0.421
H -1.936391 4.667364 -0.902167 0.348 0.337 -0.192
H -2.157543 3.984950 -2.491242 0.037 0.299 0.234
H -0.234380 2.870265 -2.570844 0.221 0.093 0.213
H 0.713365 4.218647 -1.916155 0.000 -0.442 0.352
H -0.829003 3.138279 0.197518 -0.023 -0.316 -0.037
H -0.513072 0.433904 -2.126623 0.174 -0.194 0.382
H -2.314113 1.446995 0.097499 -0.058 -0.351 -0.171
H -2.346577 1.855415 -1.599269 0.356 -0.212 0.101
H -4.280625 -1.351781 -0.156216 0.364 0.130 -0.498
H -3.309364 -0.274609 0.860916 -0.123 0.073 -0.284
H -4.706030 1.652523 0.184785 -0.236 -0.189 -0.152
H -5.693846 0.374796 0.910795 0.332 0.227 -0.232
H -7.400338 0.032215 0.041923 -0.160 -0.176 0.236
H -7.773261 0.213685 -1.693338 0.277 0.071 0.138
H -6.782057 -2.175169 -0.237669 0.251 -0.046 -0.341
H -5.950496 -1.879264 -1.841612 -0.152 0.111 0.180
H -7.719318 -2.075539 -1.736798 0.261 0.001 0.135
H -1.461184 -0.929356 0.265698 0.709 -0.316 0.302
H 0.981053 -2.118922 -0.382682 -0.205 0.314 -0.262
H 0.873217 -1.425180 2.402818 0.378 0.196 -0.545
H -0.554059 -2.138485 1.738185 0.182 0.435 -0.471
H 3.229147 -6.361005 0.625094 -0.248 0.102 -0.083
H 1.732974 -6.398144 1.616534 0.121 0.028 -0.237
H 1.727181 -7.062786 -0.025411 0.044 0.331 0.032
H 3.100134 -1.895219 0.693284 0.145 0.226 0.326
H 2.807749 -0.669788 1.997355 -0.177 -0.089 -0.331
H 8.161763 1.729352 0.709751 -0.348 0.065 0.350
H 7.655789 0.362926 1.828271 0.031 0.290 -0.137
H 7.565119 0.206690 0.081026 -0.045 0.094 0.298
H 3.049910 -1.452287 -1.393492 -0.130 0.308 0.020
H 1.507023 -1.086983 -2.074360 -0.009 0.431 0.320
H 3.734111 -1.198351 -3.517351 -0.266 -0.062 -0.116
H 3.625853 0.171440 -4.338051 -0.175 -0.122 -0.097
H 1.878784 1.403741 -3.902053 -0.012 -0.087 0.153
H 2.447337 2.382129 -2.689967 -0.163 -0.102 0.170
H 4.472983 1.731544 -2.741758 -0.339 -0.031 0.027
H 4.983905 0.239017 -2.342233 -0.207 -0.084 0.228
H 3.233835 2.514890 1.382391 -0.529 -0.532 -0.173
H -0.918587 0.682884 2.001446 -0.706 0.614 -0.073
H 1.939556 0.732498 4.870094 -0.073 0.087 -0.385
H 0.524878 1.734279 4.600869 -0.117 -0.226 -0.355
H 0.568422 0.020749 4.027538 -0.071 0.362 -0.097
O -5.897875 1.069479 2.772817 0.312 0.047 -0.006
S -7.266371 0.525471 3.060090 -0.384 0.173 0.684
O -8.273746 1.605430 2.920527 0.180 -0.047 -0.115
O -7.304494 -0.042226 4.429995 0.135 -0.003 -0.123
O -7.548103 -0.551658 2.062404 0.152 -0.278 -0.447
```
Positions in Å, forces in eV/Å.

Values from the calculation:
Total charge   -1
Multiplicity   1
ΔE to the lowest compared entry with this formula, charge and spin   0.0 kcal/mol
LUMO energy   0.721 eV
Gap between HOMO and LUMO   2.47 eV

***

# 2
C22H43EuN2OP2 | wB97M-V/def2-TZVPD

The geometry in XYZ format:
```
71
Properties=species:S:1:pos:R:3:forces:R:3
Eu 0.006397 -0.383631 0.819843 -0.965 0.280 -0.216
P 0.077645 -2.282524 -1.426950 -0.553 -0.054 1.221
P 0.249487 2.542967 0.777826 -0.327 -0.513 -0.151
N 1.456737 0.458753 -1.216549 0.041 0.426 -0.488
C 1.647165 -1.875332 -2.282299 0.213 -0.340 -0.514
H 2.352528 -2.696594 -2.077541 -0.149 0.228 -0.265
H 1.439432 -1.889508 -3.365400 0.178 0.040 0.339
C 2.324221 -0.544868 -1.875319 0.475 0.407 -0.013
H 3.154987 -0.768036 -1.178445 -0.268 0.118 -0.335
H 2.766625 -0.065015 -2.770052 -0.012 -0.475 0.243
C 1.976078 1.867478 -1.360576 -0.062 -0.451 0.055
H 1.415982 2.383373 -2.171347 0.318 -0.236 0.509
H 3.028629 1.807803 -1.677248 -0.300 0.123 0.058
C 1.898365 2.651266 -0.037857 0.184 0.174 0.148
H 2.138596 3.712699 -0.205802 0.134 -0.259 0.002
H 2.633677 2.249494 0.681170 -0.119 0.103 -0.251
C 0.526638 3.130860 2.513031 0.448 0.579 -0.355
C 0.860544 1.954227 3.445591 0.050 0.103 -0.083
H 1.817362 1.474264 3.200689 -0.166 0.053 -0.023
H 0.068220 1.184389 3.425225 0.129 0.245 0.015
H 0.927918 2.321135 4.479112 0.028 -0.156 -0.217
C -0.730243 3.785640 -0.171514 -0.115 -0.211 0.255
C -2.226756 3.549191 0.112465 -0.235 0.072 -0.236
H -2.810070 3.846409 -0.769543 0.016 0.029 0.309
H -2.569018 4.139129 0.974202 0.098 -0.170 -0.271
H -2.447910 2.486443 0.294856 0.118 0.293 -0.126
C -1.195583 -2.719587 -2.682537 0.049 0.370 -0.205
C -2.469295 -3.256662 -2.008559 -0.069 0.042 -0.042
H -3.283805 -3.247091 -2.745735 0.194 -0.066 0.177
H -2.793079 -2.628863 -1.165362 0.158 -0.174 -0.174
H -2.340069 -4.293418 -1.667850 -0.052 0.299 -0.084
C 0.408548 -3.803601 -0.378952 0.256 0.151 -0.677
C -0.694171 -3.985065 0.680193 0.162 -0.224 0.197
H -0.259907 -4.505389 1.546949 -0.242 0.042 -0.170
H -1.520989 -4.600322 0.295038 0.263 0.287 0.193
H -1.128991 -3.037139 1.050238 0.109 -0.276 -0.204
C -2.772108 -0.411167 1.476838 -2.934 0.123 0.419
C -0.294278 5.250414 0.020410 0.061 0.371 -0.401
H 0.548538 5.384284 0.714063 -0.252 -0.058 -0.139
H 0.019200 5.673967 -0.944392 -0.045 -0.024 0.300
H -1.135101 5.866660 0.370428 0.288 -0.186 -0.003
C -0.715826 -3.616831 -3.832966 -0.061 -0.102 -0.330
H -1.541064 -4.271812 -4.152170 0.298 0.145 0.015
H -0.440684 -2.998746 -4.697127 0.035 -0.258 0.150
H 0.141823 -4.252738 -3.578267 -0.278 0.179 -0.080
C 0.675118 -5.113751 -1.128774 0.044 -0.422 0.402
H 0.898707 -5.895059 -0.384303 -0.026 0.096 -0.265
H -0.199867 -5.459262 -1.698739 0.263 0.196 0.155
H 1.543567 -5.056264 -1.799500 -0.276 0.076 0.111
C -0.666442 3.918883 3.046799 -0.119 0.139 0.282
H -1.609613 3.365990 2.943773 0.195 0.063 0.033
H -0.513107 4.117588 4.114866 -0.084 -0.038 -0.153
H -0.778409 4.890789 2.556993 -0.027 -0.258 0.021
H 1.394263 3.804397 2.434605 -0.100 -0.074 0.428
H 1.345316 -3.524071 0.140065 -0.259 -0.017 -0.097
H -0.541140 3.505239 -1.224383 -0.064 -0.096 0.452
H -1.454351 -1.733393 -3.111580 0.051 -0.286 0.248
O -3.911820 -0.358860 1.608032 3.034 -0.093 -0.464
H 0.546822 0.462246 -1.691851 -0.061 -0.153 0.294
H -1.220130 0.340150 -0.736115 -0.533 0.250 -0.496
C 3.570518 -2.110275 4.123572 -0.071 0.146 -0.441
C 2.200722 -2.374571 4.080735 -0.349 0.179 -0.093
C 1.450575 -1.907352 2.998753 1.130 0.242 -0.275
N 2.023216 -1.251827 1.963458 1.027 -0.298 0.706
C 3.358987 -1.009399 1.984388 -0.867 -0.553 0.568
C 4.158368 -1.430474 3.048542 -0.202 0.226 -0.169
H 4.172753 -2.411702 4.981577 -0.194 0.010 -0.289
H 1.685032 -2.905823 4.877191 0.236 0.111 -0.071
H 0.357516 -2.045604 2.957673 0.475 -0.091 0.073
H 3.759524 -0.455071 1.130226 -0.098 -0.249 0.319
H 5.218678 -1.186930 3.018590 -0.218 -0.156 0.169
```
Positions in Å, forces in eV/Å.

Values from the calculation:
Total charge   +1
Multiplicity   8
<S²>   15.76
LUMO energy (spin up / spin down)   -2.744 / -2.737 eV
Gap between HOMO and LUMO (spin up / spin down)   6.38 / 6.69 eV

***

# 3
C22H43FN4O5S | wB97M-V/def2-TZVPD

The geometry in XYZ format:
```
76
Properties=species:S:1:pos:R:3:forces:R:3
N -0.427169 0.579838 0.274425 1.119 1.025 -0.569
C -0.583806 0.740433 -1.217209 1.785 -0.009 -0.855
N -1.979866 0.974778 -1.718280 -1.294 -0.078 2.372
C -2.842916 -0.253165 -1.760937 0.444 -1.162 -0.480
C -3.249861 -0.901402 -0.315024 -7.152 -0.087 4.185
O -4.510064 -0.743775 0.176214 9.189 -1.239 -3.523
F -2.344005 -1.737454 0.549142 -2.370 2.585 -3.313
C -2.652138 2.189180 -1.140412 1.418 7.205 -3.718
O -2.484945 3.355712 -1.824202 -0.871 -7.727 4.510
O -3.422789 2.281669 0.107781 0.598 -1.873 -3.623
S -5.077912 2.478578 -0.384996 -0.099 -0.608 -0.329
H 0.615570 0.707351 0.448244 -1.780 -0.390 -0.152
H -0.868015 1.347041 0.826158 0.308 -0.583 -0.843
H -0.193361 -0.274049 -1.710434 -1.049 2.182 0.963
H 0.126425 1.587273 -1.666321 -1.819 -1.552 1.021
H -2.250409 -1.091834 -2.364453 -1.209 1.897 1.361
H -3.826615 0.001630 -2.384313 2.026 -0.715 1.858
H -5.386917 1.323816 -1.168789 0.832 1.064 1.253
C -3.558731 -2.421589 4.956154 -0.012 -0.193 0.176
C -2.381609 -1.453949 4.664605 -1.440 -0.752 -1.264
C -1.163953 -2.252826 4.128080 0.220 0.148 0.238
C -0.432228 -3.040132 5.209922 -0.060 -0.001 0.003
C -0.041628 -2.131584 6.370877 -0.089 0.124 -0.330
C -1.240071 -1.337103 6.954827 0.143 -0.622 1.913
N -2.059309 -0.654910 5.895367 3.765 2.752 -1.992
O -1.344447 0.484274 5.480211 -2.226 -2.716 1.293
C -2.136183 -2.292377 7.790404 -0.113 -0.215 -0.085
C -0.689979 -0.337740 8.027653 -0.031 0.377 -0.718
C -2.934863 -0.571425 3.494591 0.451 0.371 0.447
H -4.401830 -1.890354 5.413485 0.212 -0.026 -0.028
H -3.930013 -2.877753 4.029630 0.219 0.295 0.060
H -3.295265 -3.260379 5.596453 0.033 0.085 0.100
H -0.446575 -1.567181 3.657116 -0.211 0.096 0.112
H -1.483670 -2.944722 3.338347 -0.208 0.263 0.116
H -1.052695 -3.871072 5.561676 0.009 0.052 0.013
H 0.469409 -3.492904 4.782284 -0.105 0.021 0.058
H 0.427541 -2.738383 7.154697 -0.218 0.218 0.106
H 0.732787 -1.436359 6.020597 -0.221 0.097 0.065
H -3.092665 -1.821410 8.040836 0.124 -0.032 -0.135
H -1.653101 -2.559293 8.739092 0.076 0.254 -0.256
H -2.333589 -3.245645 7.302117 -0.085 0.110 -0.087
H 0.060190 0.349698 7.620832 -0.320 -0.094 -0.106
H -0.194157 -0.872728 8.847352 -0.248 -0.194 -0.314
H -1.500494 0.255978 8.466161 0.087 -0.092 -0.160
H -3.786763 0.034325 3.825603 0.188 -0.082 0.048
H -3.280340 -1.195095 2.661001 0.120 -0.078 0.482
H -2.176372 0.100254 3.075882 -0.096 -0.101 0.290
C 1.961053 2.882401 -6.084522 0.210 0.084 -0.144
C 1.947386 1.813631 -4.960028 -1.117 1.716 -0.264
C 2.834290 2.283592 -3.776268 0.175 -0.285 -0.025
C 4.328874 2.170584 -4.057515 -0.016 0.020 -0.029
C 4.690766 0.758451 -4.505577 -0.324 0.080 0.179
C 3.844407 0.263504 -5.708559 1.552 -0.432 -1.295
N 2.370263 0.482692 -5.514007 -0.465 -2.641 4.342
O 1.912418 -0.506538 -4.623544 0.914 2.412 -2.682
C 4.323420 0.973138 -7.004985 0.000 0.257 -0.041
C 4.200365 -1.238220 -5.973893 -0.643 0.030 0.506
C 0.455675 1.826802 -4.482014 0.355 -0.757 0.059
H 1.407542 2.535374 -6.965076 0.131 -0.040 0.173
H 1.482336 3.811063 -5.748668 0.003 -0.339 0.131
H 2.957990 3.179128 -6.402384 0.015 -0.132 -0.034
H 2.606901 1.688933 -2.881158 -0.096 -0.094 -0.202
H 2.598159 3.323402 -3.516165 -0.195 -0.181 -0.219
H 4.630933 2.904462 -4.812071 -0.031 -0.053 0.014
H 4.889017 2.419394 -3.149133 -0.046 -0.007 -0.121
H 5.758000 0.727679 -4.756107 -0.210 -0.146 -0.209
H 4.559514 0.080414 -3.651886 -0.146 -0.034 -0.196
H 3.620909 0.810289 -7.829207 0.021 0.043 0.178
H 5.296221 0.584518 -7.332483 -0.252 -0.113 0.254
H 4.479011 2.044386 -6.885274 -0.159 -0.020 0.005
H 4.027446 -1.875376 -5.099273 -0.191 0.236 -0.165
H 5.262422 -1.353419 -6.224334 -0.221 0.392 0.026
H 3.619983 -1.638991 -6.813098 0.019 0.119 0.166
H -0.216496 1.480220 -5.275929 0.177 0.000 0.110
H 0.140464 2.840217 -4.204845 0.330 -0.107 -0.177
H 0.290128 1.205037 -3.594443 0.170 -0.003 -0.503
```
Positions in Å, forces in eV/Å.

Values from the calculation:
Total charge   0
Multiplicity   3
<S²>   2.01
ΔE to the lowest compared entry with this formula, charge and spin   142.5 kcal/mol
LUMO energy (spin up / spin down)   -0.380 / -0.486 eV
Gap between HOMO and LUMO (spin up / spin down)   8.51 / 8.97 eV

***

- What is the total charge in the first record?
  -1